C17H12BF4IN3Pd as an isolated structure. Source: the OMol25 dataset; level of theory: ωB97M-V/def2-TZVPD.

```
! RIJCOSX wB97M-V def2-TZVPD def2/J DEFGRID3
* xyz -1 1
Pd -0.35914 0.86721 0.25579
N 7.64904 -0.05494 6.77590
C 6.74332 -0.03112 6.06824
C 5.60529 -0.00796 5.17284
C 5.31245 -1.12997 4.40478
C 4.22322 -1.10571 3.54977
C 3.41908 0.02552 3.45997
C 3.71748 1.14058 4.23622
C 4.80985 1.13056 5.08792
C 2.22953 0.04293 2.54732
C 2.54479 0.09302 1.17978
C 3.86658 0.19126 0.64706
C 3.75764 0.22015 -0.72100
C 2.36769 0.17716 -0.99190
N 1.64578 0.08923 0.11106
C 0.99866 0.01186 3.19489
C 0.78032 -0.15962 4.60500
C -0.57699 -0.20970 4.78084
C -1.13946 -0.03188 3.47630
N -0.22489 0.08883 2.54424
H 5.93519 -2.01140 4.48002
H 3.98661 -1.96949 2.94227
H 3.08799 2.01753 4.15889
H 5.04959 1.99986 5.68541
H 4.77573 0.23126 1.22466
H 4.55126 0.29612 -1.44694
H 1.88294 0.21833 -1.95691
H 1.54086 -0.26678 5.36294
H -1.11818 -0.33707 5.70601
H -2.19148 0.01386 3.21726
F -0.81411 4.68934 -0.50722
B 0.22218 3.75806 -0.53551
F 0.00041 2.79945 -1.54222
F 1.46339 4.36437 -0.68953
F 0.21464 3.04394 0.74348
I -3.02692 0.80678 -0.26801
C -1.37693 -0.49854 -0.62352
H -1.23289 -0.59100 -1.69658
H -1.54781 -1.43963 -0.11001
*
```

Values from the calculation:
* HOMO: -4.79 eV
* energy above the lowest of the compared OMol25 structures with the same formula, charge and spin: 120.6 kJ/mol
* orbital gap: 0.24983 hartree
* maximum force: 0.4 eV/Å

These are the Mulliken partial charges, in e, on atoms 1 to 6: Pd 0.6046; N -0.5599; C -0.0488; C 0.6183; C -0.8383; C 0.0175

***

A 2-piece molecular cluster, C3H8NO2Si overall at a distorted geometry. Source: the OMol25 dataset; level of theory: ωB97M-V/def2-TZVPD.

```
! RIJCOSX wB97M-V def2-TZVPD def2/J DEFGRID3
* xyz -1 1
C 0.39691 2.02915 -0.10868
C 2.14237 0.19636 0.49603
C 1.13450 0.73157 -0.45276
N -0.59144 -0.80065 -0.58118
O -0.82251 2.11398 -0.27641
O 1.18896 2.90564 0.26907
Si -2.07671 0.04262 -0.64976
H 2.52393 -0.77329 0.18204
H 2.97740 0.90212 0.53580
H 1.72770 0.12153 1.50155
H 1.37735 0.64535 -1.50663
H -0.37367 -1.22756 0.31109
H -2.99062 -1.18224 -0.74801
H -2.22645 0.64888 -1.96860
H -2.72038 0.72543 0.47203
*
```

Values from the calculation:
* HOMO (alpha / beta): -4.37 / -4.37 eV
* energy above the lowest of the compared OMol25 structures with the same formula, charge and spin: 270.9 kJ/mol
* orbital gap (alpha / beta): 0.30567 / 0.30569 hartree
* maximum force: 3.7 eV/Å

These are the Mulliken partial charges, in e, on atoms 1 to 6: C 0.5957; C -1.1483; C 0.1713; N -0.5515; O -0.6249; O -0.7054

***

C10H30FFeO5S5 as an isolated structure at a distorted geometry. Source: the OMol25 dataset; level of theory: ωB97M-V/def2-TZVPD.

```
! RIJCOSX wB97M-V def2-TZVPD def2/J DEFGRID3
* xyz 1 5
Fe -34.64059 -2.50484 9.77014
F -33.37190 -3.85944 10.32039
C -36.98666 -3.95831 13.17101
S -36.69212 -4.63906 11.55517
O -36.16563 -3.52482 10.74744
C -35.30077 -5.67404 11.97706
H -37.05963 -4.75750 13.90951
H -37.92630 -3.41209 13.13991
H -36.14649 -3.31017 13.41594
H -34.66350 -5.79457 11.10291
H -35.69696 -6.62044 12.34556
H -34.70568 -5.21086 12.76455
C -37.19481 -5.03742 8.03985
S -36.14542 -3.98825 7.05596
O -35.11264 -3.40237 7.95384
C -35.31092 -5.30781 6.15872
H -37.89131 -5.58502 7.40723
H -37.72634 -4.37553 8.72318
H -36.64387 -5.73635 8.67205
H -34.71059 -4.86605 5.36735
H -36.10775 -5.89791 5.70495
H -34.69431 -5.86956 6.85654
C -31.37896 -0.54839 7.00648
S -31.80327 -1.86306 8.12219
O -33.14243 -1.54410 8.66496
C -32.04982 -3.16078 6.94566
H -32.21232 -0.27605 6.35613
H -30.55398 -0.86776 6.37059
H -31.08565 0.29715 7.62531
H -31.08661 -3.46018 6.52887
H -32.67459 -2.81480 6.12178
H -32.49356 -3.98198 7.50363
C -36.65269 1.00011 7.50930
S -36.35848 0.52380 9.20104
O -35.90835 -0.88974 9.16100
C -34.87099 1.44350 9.43414
H -35.71614 1.15544 6.97885
H -37.22152 1.93147 7.53013
H -37.25499 0.22846 7.03658
H -35.07165 2.51439 9.39607
H -34.10381 1.09637 8.74568
H -34.54126 1.22471 10.45397
C -34.33995 -0.04354 13.72527
S -33.62911 -1.40719 12.83075
O -34.38458 -1.40992 11.54294
C -32.05885 -0.63870 12.46483
H -35.30536 -0.37663 14.10802
H -34.53292 0.78049 13.03781
H -33.72436 0.28242 14.56073
H -31.35726 -1.38621 12.10384
H -31.65215 -0.20466 13.37879
H -32.23782 0.13988 11.72169
*
```

Values from the calculation:
* HOMO (alpha / beta): -10.94 / -9.25 eV
* expectation value of S²: 6.01
* energy above the lowest of the compared OMol25 structures with the same formula, charge and spin: 0.0 kJ/mol
* orbital gap (alpha / beta): 0.33988 / 0.27772 hartree
* maximum force: 1.3 eV/Å

These are the Mulliken partial charges, in e, on atoms 1 to 6: Fe 1.1101; F -0.8365; C -0.7788; S 0.3886; O -0.4823; C -0.9316